Record 1
The following is a DFT calculation (the ωB97M-V functional and the def2-TZVPD basis) of a molecular structure, C3H12N2OP.

Properties
Max |F| in Eh/bohr: 0.1081
ΔE to the lowest compared entry with this formula, charge and spin in kJ/mol: 251.3
E in eV: -17613.771
Kohn-Sham gap in eV: 9.87
Net charge: +1

Cartesian coordinates (Å):
C (-0.12737, 1.78501, -1.85870)
C (0.12613, 0.15658, 2.35926)
C (-1.05850, -1.76156, 0.32496)
N (2.16351, -0.57193, -0.24874)
N (-0.83824, 0.57980, -1.37069)
O (0.09484, 0.62420, 1.02369)
P (-0.10115, -0.34042, -0.21464)
H (-0.87704, 2.62410, -1.93032)
H (0.59195, 2.19457, -0.98418)
H (0.39377, 1.56904, -2.74614)
H (0.22725, 0.99278, 3.00473)
H (0.88258, -0.64655, 2.38464)
H (-0.80092, -0.37511, 2.67709)
H (-0.94993, -2.68691, -0.32656)
H (-2.08371, -1.43118, 0.36076)
H (-0.55894, -1.94914, 1.34692)
H (2.30999, 0.39258, -0.58208)
H (2.00610, -1.26811, -1.05281)
H (-1.40033, 0.11225, -2.16718)

Cartesian forces, eV/Å:
-0.15 2.21 3.63
-0.52 -2.39 0.33
1.94 -1.22 -0.04
-5.17 -1.55 -1.34
-0.33 -1.54 -1.34
-1.48 0.58 -1.02
3.39 1.04 0.72
0.78 -0.99 -0.38
-1.41 -1.15 -2.14
0.68 0.06 -1.07
0.68 0.56 0.44
0.33 0.83 0.65
0.19 0.70 -0.49
-0.08 1.26 0.79
-0.43 -0.02 0.36
-1.21 -0.08 -1.53
0.14 -0.55 -0.49
1.44 1.55 0.89
1.21 0.69 2.04

natural (NBO) analysis output, partial charges in e: -0.43, -0.26, -1.02, -0.89, -0.96, -0.81, 1.99, 0.25, 0.23, 0.22, 0.23, 0.20, 0.18, 0.30, 0.29, 0.29, 0.36, 0.36, 0.45



Record 2
The following is a DFT calculation (the ωB97M-V functional and the def2-TZVPD basis) of 2 unconnected molecules or ions with the total composition C4H9N2.

Properties
Max |F| in Eh/bohr: 0.0571
ΔE to the lowest compared entry with this formula, charge and spin in kJ/mol: 606.7
E in eV: -7261.853
Kohn-Sham gap in eV: 8.11
Net charge: +1

Cartesian coordinates (Å):
C (0.62816, -1.10500, -0.06971)
C (-0.68365, -0.87058, 0.05060)
C (2.52987, 0.41712, -0.48489)
C (-2.73197, 0.37701, 0.36376)
N (3.36476, 0.09622, 0.42717)
N (-1.41102, 0.22254, -0.18139)
H (1.16149, -1.92454, -0.50526)
H (-1.21222, -1.72117, 0.46988)
H (2.94699, 1.16773, -1.20523)
H (-3.34806, -0.44100, 0.48331)
H (-2.74912, 0.97258, 1.30133)
H (-3.41298, 0.89171, -0.30804)
H (3.17480, -0.58293, 1.27312)
H (4.34301, 0.60435, 0.37598)
H (-1.26836, 1.04055, -0.75553)

Cartesian forces, eV/Å:
1.68 0.71 -0.16
0.61 1.72 -0.98
-1.79 -1.14 0.14
-0.81 2.45 0.79
2.25 0.36 1.40
-1.46 -0.11 0.34
0.25 -0.17 0.10
-0.06 -0.22 0.04
-0.67 -0.66 0.41
-0.37 -2.70 0.66
0.20 -0.46 -0.43
0.53 0.70 -0.51
0.34 1.72 -2.36
-2.29 -1.63 0.69
1.58 -0.57 -0.13

natural (NBO) analysis output, partial charges in e: -0.07, -0.03, 0.13, -0.44, -0.71, -0.55, 0.22, 0.27, 0.19, 0.22, 0.21, 0.23, 0.45, 0.43, 0.43



Record 3
The following is a DFT calculation (the ωB97M-V functional and the def2-TZVPD basis) of a molecular structure, C21H23FeN2.

Properties
Max |F| in Eh/bohr: 0.0796
ΔE to the lowest compared entry with this formula, charge and spin in kJ/mol: 414.3
E in eV: -59508.080
Multiplicity: 5
Kohn-Sham gap (alpha / beta) in eV: 2.09 / 6.09
Net charge: -1

Cartesian coordinates (Å):
C (3.91217, -1.68434, 3.05582)
C (3.36809, -0.53241, 2.23951)
C (2.08488, -0.59422, 1.63731)
C (1.57598, 0.51528, 0.93914)
C (2.42367, 1.60176, 0.72994)
C (3.70103, 1.70048, 1.34588)
C (4.13649, 0.62314, 2.10406)
N (1.61595, 2.60606, 0.24157)
C (0.33455, 2.16033, 0.18020)
C (-0.68735, 3.12846, -0.23210)
N (0.21208, 0.88420, 0.56390)
H (4.97571, -1.49326, 3.24372)
H (3.40967, -1.76434, 4.03710)
H (3.83699, -2.64955, 2.52994)
H (1.41781, -1.47363, 1.69069)
H (4.29055, 2.59139, 1.26267)
H (5.09001, 0.65356, 2.61966)
H (1.90401, 3.55670, 0.07735)
H (-1.63309, 2.61866, -0.17547)
H (-0.64075, 3.95622, 0.47166)
H (-0.48727, 3.52933, -1.22518)
C (-1.74715, 0.19250, 2.43769)
C (-1.42672, 0.33297, 0.95977)
C (-1.65662, -0.86999, 0.11296)
C (-2.79043, -1.76096, -0.35094)
C (-2.22640, -2.81913, -1.15392)
C (-0.78645, -2.65754, -1.21366)
C (-0.44715, -1.50866, -0.43749)
Fe (-1.73238, -1.06496, -1.86172)
C (-0.63277, -0.29498, -3.31258)
C (-1.25189, 0.75514, -2.53047)
C (-2.69525, 0.55347, -2.54280)
C (-2.97277, -0.63369, -3.34526)
C (-1.69168, -1.16238, -3.82356)
H (-2.06804, 1.16354, 2.86665)
H (-2.63015, -0.47833, 2.54951)
H (-0.94068, -0.29718, 3.10573)
H (-1.84069, 1.19301, 0.52888)
H (-3.85213, -1.75090, -0.09469)
H (-2.72438, -3.69340, -1.59941)
H (-0.10889, -3.35671, -1.69555)
H (0.57010, -1.18119, -0.17743)
H (0.42091, -0.35122, -3.53751)
H (-0.71593, 1.56321, -2.06613)
H (-3.40677, 1.19010, -2.02777)
H (-3.94808, -1.03674, -3.59277)
H (-1.53880, -1.95979, -4.53489)

Cartesian forces, eV/Å:
0.09 0.45 -0.13
3.18 0.95 1.08
-3.65 -1.51 -1.07
0.01 1.21 0.05
-3.46 0.46 -0.47
1.46 1.08 -0.14
-0.27 -2.07 0.82
2.03 -1.36 1.14
-0.23 -0.10 -0.43
0.13 -0.19 0.08
3.02 -0.01 -1.08
-0.21 -0.11 0.07
-0.03 -0.10 -0.39
-0.20 0.26 0.13
0.77 0.29 0.31
0.12 0.22 -0.14
-0.01 0.08 -0.12
0.14 0.69 -0.02
-0.59 0.58 -0.34
-0.28 0.34 0.12
-0.19 0.02 -0.10
-0.19 -0.67 0.75
-1.89 -1.21 1.48
1.04 -2.59 -0.54
1.28 0.11 1.12
0.69 -0.73 0.83
-0.73 -0.45 1.24
-0.13 -0.67 1.09
-0.19 0.63 -0.31
-1.56 0.70 -0.66
-0.85 -0.66 -1.35
1.09 -0.40 -1.05
1.24 0.83 -0.50
-0.19 1.88 -0.09
0.52 -0.47 -0.10
0.37 0.26 0.06
-0.84 0.87 -1.14
-0.96 0.73 -0.10
0.45 0.55 -0.18
-0.04 0.84 0.16
-0.11 0.38 -0.07
-0.90 -0.22 -0.86
-0.02 -0.23 0.20
-0.05 -0.19 0.16
0.07 -0.30 -0.05
0.18 0.00 0.25
-0.11 -0.20 0.29

natural (NBO) analysis output, partial charges in e: -0.64, 0.06, -0.25, 0.00, 0.11, -0.30, -0.30, -0.59, 0.20, -0.94, -0.39, 0.21, 0.21, 0.21, 0.20, 0.20, 0.20, 0.31, 0.21, 0.21, 0.22, -0.64, -0.14, -0.05, -0.25, -0.26, -0.25, -0.23, 0.04, -0.25, -0.24, -0.25, -0.26, -0.25, 0.21, 0.20, 0.20, 0.18, 0.23, 0.22, 0.22, 0.25, 0.24, 0.24, 0.23, 0.23, 0.22



Record 4
The following is a DFT calculation (the ωB97M-V functional and the def2-TZVPD basis) of 10 unconnected molecules or ions with the total composition C52H54N6O24.

Properties
Max |F| in Eh/bohr: 0.0786
E in eV: -112863.979
Kohn-Sham gap in eV: 8.42
SMILES string: O=[N+]([O-])c1ccccc1.O=[N+]([O-])c1ccccc1.O=[N+]([O-])c1ccccc1.O=[N+]([O-])c1ccccc1.O=[N+]([O-])c1ccccc1.O=[N+]([O-])c1ccccc1.C[C@H]1COC(=O)O1.C[C@H]1COC(=O)O1.C[C@H]1COC(=O)O1.C[C@H]1COC(=O)O1

Cartesian coordinates (Å):
C (4.52414, -0.29617, -3.25707)
C (3.97148, 0.56173, -4.31097)
C (2.88165, -0.13233, -5.17046)
O (1.92845, 0.92148, -5.39837)
C (2.24013, 1.94617, -4.58989)
O (1.65584, 2.96743, -4.53347)
O (3.33605, 1.68912, -3.75741)
H (5.31105, 0.24993, -2.71818)
H (4.99011, -1.11306, -3.75701)
H (3.77091, -0.67964, -2.60616)
H (4.85603, 0.83259, -4.89242)
H (2.34418, -0.95825, -4.66698)
H (3.30555, -0.51519, -6.14488)
C (3.46138, 2.53265, -0.09521)
C (3.10000, 3.77966, -0.76606)
C (1.67608, 3.89334, -1.18595)
O (1.30298, 5.17723, -0.73314)
C (2.27442, 5.79272, -0.11764)
O (2.20443, 6.89499, 0.30187)
O (3.32125, 4.95759, 0.02798)
H (3.10732, 1.71959, -0.79786)
H (3.10710, 2.35578, 0.90309)
H (4.54976, 2.35746, -0.05441)
H (3.73340, 3.88262, -1.67811)
H (0.98791, 3.26560, -0.66175)
H (1.53363, 3.95692, -2.26910)
C (0.01472, -4.78483, -0.79433)
C (-1.50268, -4.85755, -0.98991)
C (-2.31782, -4.85953, 0.32683)
O (-3.24294, -3.84033, 0.07959)
C (-3.02636, -3.23739, -1.08372)
O (-3.78210, -2.44170, -1.55734)
O (-1.93774, -3.69373, -1.70626)
H (0.28995, -3.91490, -0.15139)
H (0.56441, -4.57360, -1.74794)
H (0.46900, -5.71969, -0.37590)
H (-1.76576, -5.76950, -1.53938)
H (-1.67428, -4.52157, 1.20613)
H (-2.79860, -5.79088, 0.56785)
C (-0.05007, -0.90315, -1.75579)
C (0.08187, -1.29287, -0.34520)
C (0.37373, -0.13923, 0.57047)
O (-0.55035, -0.31454, 1.70766)
C (-1.46231, -1.23215, 1.30638)
O (-2.51612, -1.54478, 1.89354)
O (-1.11079, -1.85017, 0.13242)
H (-0.14741, -1.79065, -2.38035)
H (0.91679, -0.40089, -2.05575)
H (-0.91973, -0.21353, -1.86746)
H (0.91638, -2.01078, -0.29675)
H (0.18983, 0.76294, -0.01264)
H (1.44248, -0.16221, 0.86787)
C (1.43639, -0.51879, 3.92670)
C (2.65481, -1.13794, 3.76434)
C (3.84597, -0.38216, 3.59006)
C (3.71141, 0.99346, 3.73612)
C (2.52670, 1.62708, 3.97851)
C (1.36937, 0.84329, 4.02029)
N (4.86940, 1.84384, 3.52587)
O (5.84256, 1.40458, 2.91607)
O (4.81812, 3.00653, 3.90323)
H (0.59807, -1.20318, 3.93286)
H (2.69659, -2.20821, 3.67810)
H (4.71589, -0.95153, 3.38346)
H (2.48438, 2.72792, 3.97343)
H (0.38752, 1.28968, 4.24699)
C (8.12712, -1.02558, 0.14979)
C (7.09997, -0.07724, 0.39243)
C (5.80499, -0.53576, 0.25225)
C (5.51685, -1.80091, -0.07991)
C (6.49017, -2.74067, -0.33727)
C (7.80343, -2.37397, -0.13462)
N (4.12326, -2.21064, -0.33877)
O (3.91366, -3.32377, -0.76581)
O (3.22741, -1.42102, -0.09236)
H (9.17328, -0.70429, 0.21156)
H (7.21724, 0.96660, 0.59212)
H (4.94912, 0.09930, 0.46865)
H (6.13112, -3.77854, -0.45876)
H (8.64056, -3.02279, -0.39544)
C (-3.71053, 5.77016, 0.98813)
C (-4.37300, 4.60082, 1.08427)
C (-3.80164, 3.45285, 0.60838)
C (-2.61447, 3.54387, -0.08100)
C (-1.91293, 4.73754, -0.12401)
C (-2.44967, 5.85110, 0.51070)
N (-2.04595, 2.32495, -0.61162)
O (-2.68851, 1.28905, -0.37531)
O (-1.09624, 2.40259, -1.29668)
H (-4.03597, 6.65005, 1.47102)
H (-5.30435, 4.55714, 1.59054)
H (-4.34699, 2.51273, 0.60378)
H (-0.97620, 4.82851, -0.63668)
H (-1.85812, 6.71901, 0.46490)
C (-3.59192, 0.07296, -3.98072)
C (-2.92019, -1.03597, -4.50936)
C (-2.10632, -0.85201, -5.64826)
C (-1.88624, 0.43639, -6.07097)
C (-2.55368, 1.53211, -5.52460)
C (-3.43435, 1.34608, -4.48832)
N (-0.85404, 0.68869, -7.07767)
O (-0.86640, 1.76130, -7.65721)
O (-0.01010, -0.19485, -7.26124)
H (-4.24312, -0.07705, -3.13308)
H (-3.05775, -2.03366, -4.09193)
H (-1.53349, -1.67557, -6.03166)
H (-2.39119, 2.48790, -6.07193)
H (-4.05691, 2.16884, -4.11658)
C (-2.81134, 2.28442, 5.26979)
C (-1.96715, 3.35366, 5.60873)
C (-1.05053, 3.74773, 4.65380)
C (-1.04252, 3.20453, 3.38419)
C (-1.88399, 2.16661, 3.01361)
C (-2.75791, 1.71308, 3.99302)
N (0.06701, 3.55552, 2.53280)
O (0.16161, 2.94190, 1.46160)
O (0.73374, 4.55765, 2.84346)
H (-3.46940, 1.92418, 6.06118)
H (-1.98406, 3.80045, 6.57151)
H (-0.38109, 4.53313, 4.91457)
H (-1.85968, 1.83913, 1.98889)
H (-3.39457, 0.87760, 3.73253)
C (-5.24051, -4.02264, 2.21673)
C (-5.99639, -4.56374, 1.17614)
C (-6.86269, -5.64003, 1.40548)
C (-6.87450, -6.15497, 2.67779)
C (-6.10469, -5.71814, 3.74234)
C (-5.32216, -4.57026, 3.50542)
N (-7.85862, -7.15018, 3.11817)
O (-8.70037, -7.48438, 2.25823)
O (-7.81858, -7.58649, 4.23505)
H (-4.54809, -3.25588, 2.02628)
H (-5.95537, -4.08241, 0.18265)
H (-7.56678, -6.12204, 0.69490)
H (-6.11458, -6.09056, 4.74657)
H (-4.78120, -4.25146, 4.34276)

Cartesian forces, eV/Å:
0.84 0.12 0.68
0.11 -0.89 -0.51
0.43 -0.28 -0.69
0.92 -0.02 0.32
0.48 0.22 0.86
-0.59 0.67 -0.03
-1.30 0.08 -1.46
-0.31 -0.23 0.12
0.53 -0.92 -0.23
-0.55 -0.17 0.68
-0.40 0.58 -0.54
0.42 0.37 -0.04
-0.66 0.55 0.97
1.16 -2.47 -0.78
1.32 1.10 -1.14
-1.04 0.75 -0.61
-1.62 0.74 -0.71
0.65 -0.20 0.87
0.23 0.99 0.37
0.52 -0.15 0.07
0.13 0.53 0.89
-0.71 0.18 0.40
-0.23 0.42 -0.01
-0.23 -0.05 0.59
-0.09 -1.03 -0.18
0.02 -0.82 0.19
0.99 0.39 -0.17
1.33 -1.01 0.39
2.14 1.34 0.68
-0.95 0.04 0.30
-1.18 0.62 -0.79
0.25 0.24 0.12
0.10 -0.94 0.31
-0.38 -0.88 -0.19
-0.71 -0.37 0.53
-0.64 0.75 -0.23
0.03 0.35 -0.33
-0.72 -0.56 -0.99
-0.31 -0.31 -0.06
0.30 1.11 -1.35
1.65 -0.78 -0.02
0.69 0.28 0.22
0.02 -0.48 -1.53
-3.12 -1.41 0.98
3.57 1.31 -1.35
-0.86 0.48 1.85
-0.24 0.11 -0.10
-1.02 -0.24 0.17
0.71 -0.45 -0.24
-0.50 -0.11 0.35
-0.33 0.40 0.73
-0.87 0.16 0.41
0.31 -1.21 -0.04
1.62 0.81 -0.67
-2.45 -0.67 0.68
1.03 -0.73 -0.40
-1.47 0.46 -0.40
-0.82 1.22 0.93
1.43 1.50 -0.55
-0.70 -0.44 0.38
-0.27 -0.78 0.07
-0.41 0.54 0.23
0.10 -0.28 0.01
1.02 0.26 -0.12
0.06 -0.71 0.28
0.66 -0.07 -0.39
-0.62 0.63 0.39
0.58 -1.74 -0.77
-1.07 2.12 0.96
-0.20 -1.66 -1.10
-0.25 -1.42 0.98
0.95 1.16 -0.83
-0.36 0.06 0.51
0.16 -0.21 -0.17
0.20 0.36 0.03
-0.43 -0.27 -0.03
0.55 0.27 0.29
0.27 0.20 -0.16
0.66 0.68 -0.43
-0.41 -0.15 0.38
0.50 1.61 1.33
-0.63 -1.06 0.27
-0.90 -0.84 -0.86
0.28 0.71 0.88
0.12 -0.19 -0.10
1.10 -1.53 -1.87
-3.35 -0.75 0.91
1.10 0.30 -0.13
2.54 -0.16 -1.57
-1.00 0.82 0.36
-0.77 -0.05 0.24
0.25 0.14 0.29
0.34 -0.17 -0.03
0.34 1.19 0.23
0.06 -1.04 0.53
-0.07 0.50 -0.96
0.02 -0.28 1.77
-0.20 0.33 0.34
0.53 0.85 -1.71
-0.44 0.39 -0.12
0.81 -0.31 -0.59
0.08 -0.53 0.20
-0.92 0.79 0.06
-0.07 -0.10 0.12
-0.02 0.38 -0.02
0.03 -0.11 -0.34
-0.16 -0.65 0.92
0.48 -0.30 -0.06
0.35 0.37 0.32
-0.31 -1.34 -1.49
-0.34 0.66 0.48
0.30 -0.83 0.90
-0.11 0.88 0.49
-0.37 -0.28 -0.03
-0.02 2.10 -1.53
0.53 0.49 1.22
-0.46 -1.99 -0.66
-0.06 -0.17 -0.51
-0.03 0.28 0.62
0.60 0.36 -0.11
-0.08 -0.55 0.19
-0.12 0.01 0.12
-0.66 -1.31 0.84
-0.43 0.13 -0.63
-0.31 -0.05 -0.39
-0.04 -0.50 2.14
0.94 2.37 -0.98
-0.91 -1.73 -1.27
-1.54 -0.85 -2.81
0.96 0.30 1.28
-0.04 -0.19 0.49
0.55 1.10 -0.26
0.07 -0.45 0.63
0.75 0.75 0.30
-0.37 -0.50 0.00
0.96 0.95 0.75

Löwdin atomic charge list, values in e, 99 entries: -0.04, -0.37, -0.06, 0.06, -0.53, 0.18, 0.07, 0.10, 0.09, 0.06, 0.16, 0.14, 0.15, -0.02, -0.33, -0.09, 0.06, -0.62, 0.17, 0.11, 0.11, 0.07, 0.09, 0.17, 0.08, 0.14, -0.02, -0.28, -0.08, 0.02, -0.60, 0.15, 0.08, 0.07, 0.10, 0.10, 0.15, 0.15, 0.13, 0.00, -0.39, -0.05, 0.05, -0.46, 0.10, 0.06, 0.09, 0.11, 0.10, 0.12, 0.10, 0.12, -0.09, -0.05, 0.02, -0.17, 0.01, -0.05, -0.33, 0.05, 0.09, 0.12, 0.10, 0.11, 0.13, 0.11, -0.03, -0.03, -0.05, -0.18, -0.01, -0.06, -0.33, 0.08, 0.05, 0.11, 0.10, 0.10, 0.13, 0.11, -0.08, -0.06, -0.01, -0.16, 0.03, -0.04, -0.34, 0.06, 0.11, 0.11, 0.11, 0.13, 0.10, 0.11, -0.07, -0.04, 0.00, -0.16, -0.01



Record 5
The following is a DFT calculation (the ωB97M-V functional and the def2-TZVPD basis) of a molecular structure, C3H7HoO2.

Properties
Max |F| in Eh/bohr: 0.0699
ΔE to the lowest compared entry with this formula, charge and spin in kJ/mol: 0.0
E in eV: -33107.620
Multiplicity: 6
Kohn-Sham gap (alpha / beta) in eV: 6.87 / 8.82
Net charge: +1

Cartesian coordinates (Å):
C (2.02102, -0.10478, 0.16770)
O (0.62419, 0.05465, -0.09490)
C (-0.22538, -0.45063, 0.85630)
C (-1.37313, 0.14084, 1.16997)
H (2.44007, -0.67967, -0.66463)
H (2.51056, 0.87701, 0.21687)
H (2.16404, -0.64986, 1.10958)
H (0.14420, -1.35535, 1.34543)
H (-1.66001, 1.10260, 0.73903)
Ho (-0.16763, 1.43678, -2.04657)
O (-2.06323, 0.46884, -2.41041)
H (-2.13499, -0.42357, 1.72679)
H (-2.27972, -0.41687, -2.11516)

Cartesian forces, eV/Å:
0.91 -0.29 -0.14
-0.16 1.25 -1.07
-1.08 -0.26 1.13
-0.10 -0.56 -0.52
0.08 0.05 0.26
-0.20 -0.24 0.16
0.02 0.26 -0.31
-0.22 0.11 -0.39
-0.01 -0.26 0.11
-2.75 -2.03 0.18
3.15 1.64 0.57
0.62 0.54 0.04
-0.27 -0.21 -0.03

natural (NBO) analysis output, partial charges in e: -0.27, -0.64, 0.10, -0.43, 0.21, 0.20, 0.23, 0.21, 0.20, 1.67, -1.22, 0.25, 0.49